(1)
87
Properties=species:S:1:pos:R:3 method="wB97M-V/def2-TZVPD" charge=0 smiles=COC[C@H](C)N.COC[C@H](C)N.COC[C@H](C)N.CCO.CCO.CCO.O.O.O
C 9.843 1.876 6.352
O 8.427 1.526 5.976
C 7.580 2.590 5.623
C 6.133 2.064 5.468
C 5.985 0.851 4.507
N 5.360 3.103 4.772
H 10.380 1.003 6.722
H 9.982 2.686 7.069
H 10.424 2.127 5.464
H 7.676 3.404 6.343
H 8.093 2.983 4.745
H 5.747 1.809 6.455
H 4.960 0.488 4.438
H 6.600 0.002 4.806
H 6.419 1.061 3.529
H 5.588 2.945 3.801
H 5.661 4.042 4.988
C -0.004 -4.833 -7.455
O 0.545 -4.803 -6.190
C -0.100 -5.603 -5.169
C -0.082 -4.818 -3.877
C 1.330 -4.455 -3.329
N -0.901 -5.437 -2.856
H -0.366 -5.851 -7.602
H 0.758 -4.558 -8.184
H -0.851 -4.155 -7.559
H -1.128 -5.813 -5.463
H 0.483 -6.515 -5.042
H -0.585 -3.863 -4.028
H 2.040 -5.281 -3.370
H 1.325 -3.984 -2.346
H 1.864 -3.720 -3.933
H -0.669 -5.060 -1.948
H -1.906 -5.357 -2.900
C 4.485 2.074 -2.778
O 3.252 2.807 -3.035
C 2.419 3.111 -1.930
C 0.955 3.386 -2.321
C 0.020 4.079 -1.279
N 0.319 2.131 -2.714
H 4.842 1.664 -3.723
H 4.453 1.311 -2.001
H 5.176 2.807 -2.362
H 2.562 2.490 -1.045
H 2.732 4.025 -1.426
H 1.016 3.908 -3.276
H -0.962 4.257 -1.716
H 0.579 4.958 -0.958
H 0.013 3.409 -0.419
H 1.022 1.482 -3.036
H 0.112 1.733 -1.809
C -0.389 0.561 8.574
C -0.902 1.284 7.346
O -0.501 2.636 7.345
H -0.875 -0.406 8.699
H -0.761 1.039 9.480
H 0.693 0.565 8.699
H -1.976 1.439 7.244
H -0.505 0.897 6.408
H 0.450 2.621 7.215
C -5.530 -0.111 -7.293
C -6.033 0.567 -5.981
O -5.386 0.105 -4.860
H -5.689 -1.171 -7.093
H -4.471 0.138 -7.367
H -6.129 0.142 -8.167
H -7.095 0.421 -5.780
H -5.932 1.650 -5.914
H -4.470 0.366 -4.741
C -9.695 2.955 0.506
C -8.501 1.959 0.650
O -8.711 1.029 -0.324
H -10.640 2.449 0.706
H -9.661 3.383 -0.496
H -9.722 3.751 1.251
H -8.439 1.383 1.573
H -7.531 2.409 0.437
H -7.943 1.035 -0.899
O -1.893 -1.260 1.317
H -1.481 -2.007 1.752
H -2.710 -1.611 0.961
O -5.967 -4.205 -1.653
H -6.891 -4.342 -1.858
H -5.682 -3.530 -2.269
O 0.300 -5.110 3.320
H 0.974 -5.081 3.998
H 0.088 -6.040 3.232



(2)
87
Properties=species:S:1:pos:R:3 method="wB97M-V/def2-TZVPD" charge=0 smiles=CCO.CCO.CCO.CCO.CCO.CCO.CCO.CO.CO.CO.CO
C 23.943 -21.604 6.288
C 22.809 -20.600 6.085
O 22.341 -20.073 7.263
H 24.757 -21.075 6.764
H 24.259 -21.974 5.378
H 23.599 -22.424 6.886
H 22.097 -21.187 5.533
H 23.061 -19.743 5.519
H 21.866 -19.237 7.175
C 24.375 -22.866 2.699
C 23.193 -22.200 2.071
O 22.396 -21.517 3.032
H 25.225 -22.170 2.724
H 24.512 -23.718 2.049
H 24.150 -23.331 3.632
H 22.640 -22.959 1.528
H 23.543 -21.518 1.217
H 21.482 -21.526 2.730
C 20.879 -24.940 3.935
C 21.275 -23.960 5.042
O 20.724 -24.340 6.297
H 19.742 -24.947 3.927
H 21.199 -26.008 4.163
H 21.375 -24.680 2.980
H 20.966 -22.900 4.885
H 22.348 -24.128 5.228
H 20.830 -23.572 6.813
C 18.963 -27.110 2.032
C 17.811 -26.269 1.458
O 16.683 -27.107 0.997
H 19.655 -26.553 2.609
H 19.593 -27.576 1.255
H 18.444 -27.873 2.676
H 18.170 -25.607 0.633
H 17.380 -25.647 2.264
H 16.908 -27.305 0.100
C 16.336 -21.645 5.204
C 16.807 -22.955 4.694
O 18.208 -23.080 4.839
H 16.752 -20.853 4.612
H 16.671 -21.604 6.191
H 15.307 -21.708 5.123
H 16.616 -23.135 3.686
H 16.230 -23.752 5.145
H 18.281 -23.235 5.732
C 20.808 -23.497 9.992
C 21.735 -22.683 9.123
O 20.943 -22.247 8.064
H 21.419 -24.038 10.704
H 19.974 -24.013 9.470
H 20.392 -22.817 10.652
H 22.656 -23.241 8.835
H 22.102 -21.856 9.762
H 21.179 -21.350 7.810
C 19.411 -19.850 5.571
C 19.892 -19.038 4.305
O 19.133 -19.401 3.150
H 19.767 -20.829 5.443
H 18.347 -19.775 5.928
H 20.066 -19.531 6.398
H 20.983 -19.134 4.305
H 19.628 -17.992 4.449
H 19.419 -20.266 2.821
C 18.522 -26.283 7.991
O 18.326 -25.295 7.144
H 19.538 -26.430 8.057
H 18.043 -27.241 7.746
H 18.232 -26.060 9.002
H 19.239 -25.029 6.957
C 19.385 -22.823 1.470
O 19.719 -22.056 2.600
H 19.121 -22.170 0.647
H 18.370 -23.276 1.734
H 20.121 -23.459 1.066
H 19.433 -22.486 3.405
C 20.684 -25.941 -0.764
O 20.114 -24.704 -1.064
H 20.923 -25.974 0.333
H 21.612 -25.989 -1.292
H 20.091 -26.808 -1.001
H 20.770 -24.004 -1.169
C 16.921 -27.092 4.574
O 16.093 -26.489 5.596
H 16.371 -27.386 3.730
H 17.482 -27.946 4.932
H 17.663 -26.386 4.399
H 16.672 -25.978 6.145



(3)
103
Properties=species:S:1:pos:R:3 method="wB97M-V/def2-TZVPD" charge=0 smiles="NC(N)=O.NC(N)=O.NC(N)=O.NC(N)=O.NC(N)=O.NC(N)=O.OCCO.CCO.CCO.CCO.CCO.CCO"
N -0.503 -4.505 2.430
C -1.485 -5.127 1.689
N -1.160 -5.171 0.336
O -2.528 -5.460 2.207
H -0.806 -4.200 3.340
H 0.236 -3.973 1.960
H -0.163 -5.062 0.139
H -1.759 -5.827 -0.142
N 0.730 3.387 0.322
C 1.304 4.646 0.340
N 1.573 5.171 1.613
O 1.491 5.162 -0.755
H 0.531 3.082 -0.606
H 0.157 3.172 1.141
H 1.749 4.404 2.257
H 2.405 5.751 1.635
N 3.972 0.235 3.066
C 3.519 0.719 1.884
N 2.318 0.177 1.448
O 4.113 1.531 1.200
H 3.223 0.040 3.739
H 4.739 0.758 3.486
H 1.866 0.519 0.608
H 1.893 -0.647 1.847
N -3.091 -2.007 -2.922
C -1.841 -1.771 -3.484
N -1.613 -2.627 -4.606
O -1.098 -0.913 -3.036
H -3.426 -1.491 -2.091
H -3.782 -2.650 -3.311
H -0.669 -2.728 -4.955
H -2.153 -3.488 -4.618
N -3.897 -0.419 2.501
C -3.331 0.225 3.542
N -4.107 1.336 3.823
O -2.332 -0.087 4.162
H -3.561 -1.350 2.286
H -4.887 -0.336 2.564
H -3.686 1.937 4.527
H -4.436 1.820 3.009
N 3.978 -2.219 -2.979
C 2.555 -2.357 -3.015
N 1.864 -1.292 -3.542
O 1.876 -3.243 -2.497
H 4.305 -1.251 -3.176
H 4.451 -2.566 -2.157
H 0.850 -1.219 -3.509
H 2.424 -0.466 -3.752
O -0.284 3.155 4.141
C 0.122 1.915 4.762
C 1.641 2.005 5.078
O 2.134 0.713 5.530
H -1.088 3.017 3.638
H -0.371 1.857 5.745
H -0.132 1.065 4.156
H 1.848 2.717 5.869
H 2.167 2.315 4.181
H 2.657 0.938 6.296
C -4.975 0.986 -2.250
C -5.458 0.372 -0.989
O -6.383 -0.644 -1.399
H -4.184 1.699 -2.062
H -5.863 1.535 -2.622
H -4.703 0.166 -2.910
H -5.953 1.104 -0.362
H -4.572 -0.026 -0.525
H -6.675 -1.176 -0.658
C 2.730 1.911 -2.123
C 4.101 1.759 -2.664
O 4.182 0.727 -3.598
H 2.654 1.568 -1.097
H 1.911 1.437 -2.647
H 2.560 2.997 -2.064
H 4.823 1.613 -1.829
H 4.328 2.712 -3.154
H 4.842 0.951 -4.245
C -2.015 4.276 -3.141
C -1.165 3.061 -2.794
O -1.636 1.938 -3.527
H -3.020 4.231 -2.722
H -2.065 4.348 -4.238
H -1.525 5.149 -2.709
H -1.243 2.901 -1.720
H -0.095 3.180 -3.039
H -1.658 1.146 -2.990
C 3.460 -3.331 1.556
C 2.900 -4.384 0.657
O 1.615 -3.960 0.212
H 2.728 -3.259 2.367
H 3.499 -2.356 1.060
H 4.466 -3.542 1.984
H 2.795 -5.389 1.052
H 3.643 -4.423 -0.158
H 1.680 -3.593 -0.723
C -0.610 -1.366 0.210
C -0.963 0.052 -0.036
O 0.052 0.687 -0.795
H -0.362 -1.779 -0.771
H -1.494 -1.918 0.594
H 0.276 -1.491 0.858
H -1.225 0.671 0.810
H -1.902 -0.008 -0.560
H -0.005 0.150 -1.588



The HOMO results, record by record, are as follows: -8.92 -9.74 -9.48 eV.